#w
A single C21H32N4O3 molecule. Source: the Open Molecules 2025 dataset; level of theory: the ωB97M-V functional and the def2-TZVPD basis.

SMILES: CCCCC/C=C/CC(=O)N1CC[C@@H]2C[C@]2(C(=O)NCc2nc(C)no2)CC1
Kohn-Sham gap: 9.825 eV
Multiplicity: 1
Total charge: 0
Molecular weight: 388.51 g mol⁻¹

Positions of all 60 atoms, in Å:
C (-7.17331, 1.56764, -2.82127)
C (-5.67320, 1.82987, -2.80817)
C (-4.89833, 0.76916, -2.03601)
C (-3.39699, 1.01870, -2.01316)
C (-2.63447, -0.05418, -1.23313)
C (-1.14657, 0.17049, -1.19121)
C (-0.56715, 1.24456, -0.67377)
C (0.91294, 1.46269, -0.67667)
C (1.42205, 1.98749, 0.66050)
O (0.65794, 2.42911, 1.50139)
N (2.77162, 1.98336, 0.84486)
C (3.29875, 2.55213, 2.08775)
C (4.59813, 1.88568, 2.50822)
C (4.44748, 0.39839, 2.67849)
C (5.46989, -0.56106, 2.19938)
C (4.12471, -0.52140, 1.48932)
C (3.22347, -1.63577, 1.95172)
O (3.41041, -2.20534, 3.01554)
N (2.16237, -1.99071, 1.17705)
C (1.29044, -3.05293, 1.63672)
C (0.04949, -3.11025, 0.81744)
N (-1.16839, -3.26029, 1.20612)
C (-1.85592, -3.30762, 0.01072)
C (-3.33104, -3.46449, -0.06635)
N (-1.10405, -3.20015, -1.04031)
O (0.18405, -3.06806, -0.51086)
C (4.04905, -0.01990, 0.05331)
C (3.72205, 1.47654, -0.12501)
H (-7.71343, 2.33481, -3.37690)
H (-7.39592, 0.60264, -3.28162)
H (-7.57362, 1.54658, -1.80546)
H (-5.29503, 1.87330, -3.83417)
H (-5.47193, 2.81109, -2.36756)
H (-5.27439, 0.72394, -1.00731)
H (-5.09748, -0.21523, -2.47552)
H (-3.01354, 1.06023, -3.03777)
H (-3.19417, 1.99850, -1.57120)
H (-3.03305, -0.08729, -0.21289)
H (-2.84186, -1.03138, -1.67514)
H (-0.52069, -0.59826, -1.63767)
H (-1.15937, 2.02496, -0.20806)
H (1.42456, 0.53958, -0.96013)
H (1.19188, 2.20480, -1.43524)
H (3.43782, 3.63293, 1.97896)
H (2.52962, 2.40707, 2.84449)
H (5.40643, 2.10881, 1.80918)
H (4.91008, 2.31894, 3.46133)
H (3.90973, 0.08298, 3.56419)
H (6.28805, -0.14183, 1.62587)
H (5.67253, -1.43900, 2.79400)
H (1.98150, -1.57573, 0.28244)
H (1.79139, -4.02411, 1.57696)
H (1.02114, -2.88792, 2.67691)
H (-3.64122, -3.53759, -1.10602)
H (-3.63912, -4.35249, 0.48210)
H (-3.81129, -2.59704, 0.38662)
H (4.98119, -0.23547, -0.47401)
H (3.29161, -0.58480, -0.49014)
H (3.36085, 1.64773, -1.13756)
H (4.63231, 2.06560, -0.03130)



#x
A single C21H32N4O3 molecule. Source: the Open Molecules 2025 dataset; level of theory: the ωB97M-V functional and the def2-TZVPD basis.

SMILES: CCOC(=O)N1CCN([C@H]2CCCN(C(=O)c3ccccc3N(C)C)C2)CC1
Kohn-Sham gap: 8.651 eV
Multiplicity: 1
Total charge: 0
Molecular weight: 388.51 g mol⁻¹

Positions of all 60 atoms, in Å:
C (-3.51180, -4.14381, 0.15196)
C (-2.40313, -3.10176, 0.14459)
O (-2.84485, -1.85676, 0.67754)
C (-3.51720, -1.05249, -0.17974)
O (-3.71493, -1.32648, -1.34315)
N (-3.94597, 0.08444, 0.41042)
C (-3.58683, 0.49671, 1.74985)
C (-2.80533, 1.83931, 1.68608)
N (-2.37555, 2.15947, 0.34074)
C (-1.26561, 1.31497, -0.10338)
C (-1.19348, 1.04198, -1.60630)
C (0.03194, 0.17720, -1.90397)
C (1.30843, 0.83928, -1.37974)
N (1.16615, 1.12892, 0.02698)
C (1.65382, 0.35544, 1.02826)
O (1.27635, 0.47797, 2.18369)
C (2.67583, -0.66726, 0.63918)
C (2.30936, -1.99232, 0.81776)
C (3.15324, -3.02520, 0.45051)
C (4.38763, -2.71848, -0.09306)
C (4.78137, -1.40280, -0.24704)
C (3.94631, -0.34462, 0.12535)
N (4.30723, 0.98076, -0.07316)
C (4.13725, 1.94414, 0.99264)
C (5.43873, 1.28207, -0.91580)
C (0.05047, 2.00176, 0.31331)
C (-3.53713, 2.31935, -0.50884)
C (-4.52957, 1.12867, -0.40168)
H (-4.31622, -3.82727, -0.50727)
H (-3.90512, -4.26814, 1.15816)
H (-3.12064, -5.09467, -0.19868)
H (-2.04247, -2.94483, -0.87779)
H (-1.57468, -3.40314, 0.78989)
H (-2.98455, -0.28672, 2.20492)
H (-4.50357, 0.61780, 2.33858)
H (-3.44222, 2.66047, 2.02567)
H (-1.93407, 1.79352, 2.33894)
H (-1.28857, 0.34169, 0.40984)
H (-2.08552, 0.51595, -1.94859)
H (-1.10970, 1.98646, -2.14965)
H (0.11873, 0.01232, -2.97886)
H (-0.08416, -0.79600, -1.42109)
H (2.16690, 0.18922, -1.54150)
H (1.47994, 1.78491, -1.90619)
H (1.33640, -2.20432, 1.23746)
H (2.85015, -4.05213, 0.58400)
H (5.06175, -3.50980, -0.38751)
H (5.76253, -1.19956, -0.64562)
H (3.74358, 2.87970, 0.58765)
H (3.45242, 1.57444, 1.74765)
H (5.09791, 2.15399, 1.48013)
H (6.40501, 1.11130, -0.42117)
H (5.38145, 2.33579, -1.19182)
H (5.39294, 0.68664, -1.82629)
H (0.05259, 2.21038, 1.38319)
H (0.16915, 2.93950, -0.23609)
H (-4.03729, 3.23798, -0.18301)
H (-3.21808, 2.46740, -1.53754)
H (-4.75135, 0.70113, -1.37954)
H (-5.46593, 1.44549, 0.06911)



#y
A single C21H32N4O3 molecule. Source: the Open Molecules 2025 dataset; level of theory: the ωB97M-V functional and the def2-TZVPD basis.

SMILES: CCCCC/C=C/CC(=O)N1CC[C@@H]2C[C@]2(C(=O)NCc2nc(C)no2)CC1
Kohn-Sham gap: 9.770 eV
Multiplicity: 1
Total charge: 0
Molecular weight: 388.51 g mol⁻¹

Positions of all 60 atoms, in Å:
C (-6.98187, 1.28288, -3.62298)
C (-5.50038, 1.51623, -3.43509)
C (-4.80668, 0.34526, -2.79538)
C (-3.33304, 0.57466, -2.59614)
C (-2.66539, -0.60117, -1.94689)
C (-1.19342, -0.46247, -1.77948)
C (-0.56810, 0.65794, -1.60955)
C (0.88276, 0.74282, -1.45282)
C (1.22950, 1.71414, -0.37093)
O (0.38997, 2.27729, 0.26892)
N (2.55534, 2.00654, -0.27151)
C (2.95395, 3.05206, 0.60963)
C (4.18145, 2.69198, 1.39440)
C (4.12260, 1.43251, 2.17668)
C (5.24805, 0.48180, 2.12206)
C (3.94022, 0.08336, 1.56760)
C (3.24619, -0.77760, 2.51253)
O (3.51231, -0.66098, 3.68106)
N (2.33967, -1.71553, 2.08670)
C (1.70237, -2.48509, 3.08761)
C (0.36122, -2.88490, 2.71350)
N (-0.71079, -2.84241, 3.39822)
C (-1.68239, -3.46953, 2.55180)
C (-3.08437, -3.67598, 2.89753)
N (-1.18603, -3.82757, 1.42464)
O (0.17330, -3.43475, 1.55934)
C (3.84393, -0.08801, 0.09451)
C (3.56105, 1.13452, -0.76264)
H (-7.46518, 2.14430, -4.08732)
H (-7.16260, 0.41366, -4.26100)
H (-7.47241, 1.10162, -2.66303)
H (-5.03429, 1.72535, -4.40639)
H (-5.34352, 2.40926, -2.81752)
H (-5.27851, 0.13182, -1.82348)
H (-4.95682, -0.55020, -3.41777)
H (-2.85116, 0.77332, -3.56149)
H (-3.19166, 1.47568, -1.98427)
H (-3.11784, -0.79304, -0.96562)
H (-2.85724, -1.49873, -2.55013)
H (-0.62536, -1.39669, -1.76253)
H (-1.10562, 1.60185, -1.59408)
H (1.30879, -0.25329, -1.25455)
H (1.34377, 1.10502, -2.38959)
H (3.17775, 3.95049, 0.00922)
H (2.12177, 3.28554, 1.24779)
H (5.05989, 2.68698, 0.74197)
H (4.34031, 3.50534, 2.10495)
H (3.71783, 1.55161, 3.15102)
H (6.04292, 0.67041, 1.42485)
H (5.55707, 0.01575, 3.02945)
H (2.04286, -1.79773, 1.13573)
H (2.28175, -3.39448, 3.29968)
H (1.65591, -1.90803, 3.99317)
H (-3.56438, -4.33101, 2.18421)
H (-3.14360, -4.11791, 3.89612)
H (-3.60174, -2.71678, 2.92923)
H (4.78474, -0.53021, -0.25821)
H (3.08340, -0.82720, -0.16178)
H (3.26121, 0.78154, -1.75585)
H (4.46055, 1.71781, -0.93607)



Computed energies relative to the best structure, in kcal/mol: #w 34.0; #x 0.0; #y 55.3



#w
A single C2H4ClI molecule. Source: the Open Molecules 2025 dataset; level of theory: the ωB97M-V functional and the def2-TZVPD basis.

Kohn-Sham gap (alpha / beta): 7.741 / 6.328 eV
Expectation value of S²: 2.01
Multiplicity: 3
Total charge: 0
Molecular weight: 190.41 g mol⁻¹

Positions of all 8 atoms, in Å:
C (0.36766, 0.70579, -0.45688)
C (-0.29329, -0.55304, 0.08579)
Cl (0.52337, -1.95776, -0.46677)
I (-0.76053, -0.67280, 2.53802)
H (0.04704, 1.01290, -1.42295)
H (1.40821, 0.68056, -0.39755)
H (0.15705, 1.52844, 0.22978)
H (-1.44950, -0.74408, -0.10942)



#x
A molecular structure, C2H4ClI. Source: the Open Molecules 2025 dataset; level of theory: the ωB97M-V functional and the def2-TZVPD basis.

Kohn-Sham gap (alpha / beta): 8.200 / 6.480 eV
Expectation value of S²: 2.01
Multiplicity: 3
Total charge: 0
Molecular weight: 190.41 g mol⁻¹

Positions of all 8 atoms, in Å:
C (-0.68656, -0.37596, 0.31162)
C (0.21065, 0.46941, -0.45309)
Cl (0.23655, 2.09556, -0.12778)
I (2.67987, -0.50894, 0.34467)
H (-1.64313, -0.44021, -0.41544)
H (-0.84807, 0.03314, 1.34836)
H (-0.50128, -1.38915, 0.35118)
H (0.55197, 0.11617, -1.35952)



Computed energies relative to the best structure, in kcal/mol: #w 6.0; #x 0.0



#w
A single C2H2ClN3 molecule. Source: the Open Molecules 2025 dataset; level of theory: the ωB97M-V functional and the def2-TZVPD basis.

SMILES: Clc1c[nH]nn1
Kohn-Sham gap: 10.538 eV
Multiplicity: 1
Total charge: 0
Molecular weight: 103.51 g mol⁻¹

Positions of all 8 atoms, in Å:
Cl (-2.47449, -0.42899, -0.84923)
C (-0.92587, 0.16481, -0.30394)
C (0.04506, -0.72254, 0.04902)
N (1.05112, 0.12693, 0.34896)
N (0.79641, 1.40060, 0.12669)
N (-0.45603, 1.45259, -0.33420)
H (-0.01737, -1.81873, 0.32191)
H (1.98117, -0.17466, 0.64080)



#x
A single C2H2ClN3 molecule. Source: the Open Molecules 2025 dataset; level of theory: the ωB97M-V functional and the def2-TZVPD basis.

SMILES: [H]/N=N/[C@@H](Cl)C#N
Kohn-Sham gap: 10.063 eV
Multiplicity: 1
Total charge: 0
Molecular weight: 103.51 g mol⁻¹

Positions of all 8 atoms, in Å:
H (-2.37903, -0.32664, 1.14623)
N (-1.61055, -0.25188, 0.34449)
N (-0.69694, 0.48433, 0.60412)
C (0.38076, 0.40660, -0.42256)
Cl (1.59376, 1.78300, -0.09480)
C (1.13663, -0.81295, -0.16777)
N (1.54178, -1.84765, 0.12970)
H (0.03358, 0.56519, -1.53941)



Computed energies relative to the best structure, in kcal/mol: #w 0.0; #x 30.7